1.
{
  "formula": "C2H6N6O",
  "method": "the ωB97M-V functional and the def2-TZVPD basis",
  "symbols": ["C", "C", "H", "H", "H", "H", "H", "H", "N", "N", "N", "N", "N", "N", "O"],
  "xyz": [[0.58204, 1.06929, -0.04886], [0.13506, -0.30892, -0.20210], [1.85984, 2.26125, 0.88181], [2.58016, 0.57231, 0.06593], [-2.34529, 1.37720, -0.65930], [-2.45890, -1.77250, -0.35753], [-1.15375, -1.82703, 0.91325], [2.29989, -2.43269, -1.13520], [1.81473, 1.39959, 0.29815], [-0.44436, 1.78417, -0.20106], [-1.57608, 0.98728, -0.03468], [-1.31026, -0.25801, -0.20960], [-2.09139, -1.24794, 0.45852], [0.55915, -1.42508, -0.05189], [2.03161, -1.42760, -0.00240]],
  "forces_ev_per_angstrom": [[-0.9, -2.8, -1.2], [-4.5, 3.3, 0.6], [0.8, -1.3, -0.9], [-2.5, 3.3, 1.4], [1.3, -0.7, 0.9], [0.4, -0.3, 1.1], [-3.6, 1.0, -1.5], [-0.8, 3.6, 4.0], [3.5, -1.0, -0.2], [-2.0, 2.1, 1.0], [-3.2, 6.9, -0.3], [3.4, -3.3, -1.8], [3.6, -1.1, 0.5], [4.9, -6.0, 0.4], [-0.6, -3.6, -3.9]],
  "e_homo_ev": -7.4,
  "e_above_lowest_kj_mol": 590.90,
  "fmax_ev_per_a": 7.73,
  "orbital_gap_ev": 6.434,
  "mol_weight_da": 130.11,
  "e_tot_ev": -13150.29305
}



2.
{
  "formula": "C4H10NOS",
  "method": "the ωB97M-V functional and the def2-TZVPD basis",
  "symbols": ["C", "C", "N", "C", "S", "O", "C", "H", "H", "H", "H", "H", "H", "H", "H", "H", "H"],
  "xyz": [[1.17208, -1.26109, -0.21168], [0.56417, -0.14891, 0.14601], [-0.91200, -0.19117, 0.66149], [-2.07126, -0.69137, -0.24106], [-3.41613, 0.57314, -0.18029], [1.00710, 1.10797, 0.07149], [2.31732, 1.35208, -0.37435], [2.20507, -1.27226, -0.74508], [0.69826, -2.10212, -0.01373], [-0.76289, -0.58280, 1.62929], [-1.23976, 0.75730, 0.74099], [-1.65413, -0.63435, -1.32287], [-2.25990, -1.70731, 0.10438], [-3.62052, 0.47640, 1.16148], [2.44524, 1.08982, -1.40447], [3.14691, 0.85456, 0.18382], [2.38045, 2.38010, -0.20543]],
  "forces_ev_per_angstrom": [[3.4, 3.3, -1.6], [-0.4, 0.4, -0.8], [2.3, 0.2, 0.3], [1.1, 0.4, -1.2], [0.7, -1.0, 0.5], [-1.9, -0.8, 0.8], [1.3, -0.9, 0.4], [-2.1, 0.1, 1.3], [-1.9, -4.1, 0.5], [-1.1, 0.1, -1.1], [0.5, 1.1, 0.6], [-0.8, -0.4, 1.9], [-0.5, 0.2, -0.4], [-0.1, -0.1, -0.5], [-0.1, 0.0, -0.7], [-1.0, 0.0, 0.0], [0.6, 1.6, -0.2]],
  "charge": 1,
  "e_homo_ev": -13.9,
  "e_above_lowest_kj_mol": 303.50,
  "fmax_ev_per_a": 5.00,
  "orbital_gap_ev": 10.538,
  "smiles": "C=C([NH2+]CS)OC",
  "mol_weight_da": 120.20,
  "e_tot_ev": -18673.96058
}



3.
{
  "formula": "FH2NS2",
  "method": "the ωB97M-V functional and the def2-TZVPD basis",
  "symbols": ["N", "F", "S", "S", "H", "H"],
  "xyz": [[1.12534, -0.69686, -0.55098], [1.38675, 0.82072, 2.00884], [-0.40856, -0.27324, -0.02823], [2.73195, 0.47864, 1.06144], [1.57896, 0.03082, -1.15562], [-0.42103, -1.18579, 1.14474]],
  "forces_ev_per_angstrom": [[0.2, 1.0, 1.0], [1.3, -0.2, -0.8], [1.5, -1.5, 1.4], [-1.8, -0.1, 0.5], [-1.2, -0.5, 0.2], [-0.1, 1.4, -2.2]],
  "e_homo_ev": [-9.4, -9.0],
  "e_above_lowest_kj_mol": 234.49,
  "fmax_ev_per_a": 2.60,
  "orbital_gap_ev": [8.206, 7.335],
  "mol_weight_da": 99.16,
  "e_tot_ev": -25906.61470
}



4.
{
  "formula": "C6H14KNO2S",
  "method": "the ωB97M-V functional and the def2-TZVPD basis",
  "symbols": ["K", "C", "O", "H", "H", "H", "H", "C", "C", "O", "C", "C", "H", "H", "H", "H", "H", "H", "H", "H", "H", "H", "S", "C", "N"],
  "xyz": [[0.62035, 0.35313, 1.58968], [3.27724, 1.37886, -0.04740], [3.27665, 0.82319, 1.27629], [4.29059, 1.61296, -0.37492], [2.64684, 2.26812, -0.10254], [2.87391, 0.61347, -0.70900], [3.73953, 1.43452, 1.85579], [-1.11033, -3.05697, 1.38476], [-1.85095, -1.98350, 0.62241], [-0.91733, -1.20810, -0.11238], [-1.55675, -0.22261, -0.93581], [-0.55945, 0.32920, -1.92413], [-1.81597, -3.67584, 1.93936], [-0.40846, -2.63083, 2.10538], [-0.55048, -3.69626, 0.70327], [-2.42267, -1.33773, 1.30416], [-2.57250, -2.43164, -0.06977], [-1.96201, 0.57788, -0.30420], [-2.39468, -0.69445, -1.45952], [0.29058, 0.79138, -1.41899], [-1.03251, 1.11518, -2.51081], [-0.19799, -0.45861, -2.58563], [-1.32222, 4.05981, -1.13268], [-0.47637, 3.30095, 0.03852], [0.13496, 2.73791, 0.86815]],
  "forces_ev_per_angstrom": [[0.0, -0.1, 0.0], [0.0, 0.0, 0.0], [0.0, 0.0, 0.0], [0.0, 0.0, 0.0], [0.0, 0.0, 0.0], [0.0, 0.0, 0.0], [0.0, 0.0, 0.0], [0.0, 0.0, 0.0], [0.0, 0.1, 0.0], [0.0, 0.0, 0.1], [0.0, 0.0, 0.0], [0.0, 0.0, 0.0], [0.0, 0.0, 0.0], [0.0, 0.0, 0.0], [0.0, 0.0, 0.0], [0.0, 0.0, 0.0], [0.0, 0.0, 0.0], [0.0, 0.0, 0.0], [0.0, 0.0, 0.0], [0.0, 0.0, 0.0], [0.0, 0.0, 0.0], [0.0, 0.0, 0.0], [0.0, 0.0, 0.0], [0.0, -0.1, 0.0], [0.0, 0.0, 0.0]],
  "e_homo_ev": -7.2,
  "e_above_lowest_kj_mol": 0.00,
  "fmax_ev_per_a": 0.11,
  "orbital_gap_ev": 6.775,
  "mol_weight_da": 203.35,
  "e_tot_ev": -39194.99689
}



5.
{
  "formula": "C11H23N5O3S",
  "method": "the ωB97M-V functional and the def2-TZVPD basis",
  "symbols": ["C", "C", "C", "C", "C", "C", "C", "C", "C", "C", "C", "H", "H", "H", "H", "H", "H", "H", "H", "H", "H", "H", "H", "H", "H", "H", "H", "H", "H", "H", "H", "H", "H", "H", "N", "N", "N", "N", "N", "O", "O", "O", "S"],
  "xyz": [[-0.43277, 1.13196, 2.69244], [-0.62319, 0.09559, 1.68844], [0.85147, 0.64976, 3.35573], [1.31245, 1.78291, 4.35242], [2.29147, 0.07431, 6.48600], [-0.44054, -0.51334, -0.62923], [-0.21227, -1.97840, -0.43341], [0.33110, 0.05774, -1.86606], [0.12898, -0.63858, -3.20323], [-1.31906, -0.73266, -3.42964], [-1.07697, -0.58157, -5.85585], [-2.38525, 1.96312, 3.34866], [-1.76660, 0.84802, 4.61585], [-0.00254, 2.08264, 2.08622], [1.66862, 0.23830, 2.74267], [0.34604, -0.17754, 4.12694], [0.51128, 2.60364, 5.00019], [1.81195, 2.39565, 3.50530], [2.52115, -1.11594, 6.15630], [3.19929, 0.06670, 7.20763], [1.20466, 0.08914, 6.95267], [0.21190, 1.35237, -0.04893], [-1.52094, -0.14399, -0.74118], [1.36052, 0.33746, -1.59473], [-0.00665, 0.99372, -2.09253], [0.52725, -1.68523, -3.17880], [0.78093, -0.20270, -4.05176], [-1.45433, -1.69249, -2.74533], [-1.86765, 0.09799, -3.20323], [-1.36524, -2.17990, -4.95783], [-0.10323, -1.97164, -6.62785], [-2.55728, 1.10127, -6.18438], [-0.62459, 1.45423, -6.52958], [1.91430, -1.41171, 0.04589], [-1.41906, 1.61709, 3.68110], [0.01745, 0.39249, 0.43804], [-1.73692, -1.23347, -4.79302], [-0.30637, -1.03132, -6.69968], [-1.40542, 0.84897, -5.93733], [-1.25142, -1.04129, 1.85064], [-0.80770, -2.85832, -0.93812], [0.93812, -2.40323, 0.13715], [2.75705, 1.31825, 5.27143]],
  "forces_ev_per_angstrom": [[1.4, 3.1, -0.5], [-3.1, -4.0, -2.1], [-3.0, -1.3, 5.7], [-0.1, 2.5, -1.5], [0.7, -3.9, 0.9], [-0.8, 3.1, -0.8], [2.3, 0.1, 0.1], [1.2, -2.0, 0.0], [3.5, -0.6, -1.0], [0.0, -5.7, -0.7], [-2.5, 4.0, 0.9], [2.4, -1.0, 0.0], [1.9, 2.6, -4.2], [-1.5, -1.6, 1.2], [-0.6, 0.3, 0.3], [1.8, 1.2, -2.1], [2.2, -3.2, -2.3], [-0.5, 0.2, 1.8], [-1.2, 3.1, 0.1], [-2.0, 0.7, -0.5], [2.5, 0.3, -0.8], [-0.7, -2.1, 2.4], [1.1, -1.9, -0.2], [0.2, -1.0, -0.1], [-1.6, 2.9, 0.0], [-0.2, 0.6, 0.2], [-1.2, 0.1, 1.3], [-1.3, 2.4, -1.1], [-1.5, 2.1, 0.8], [-0.7, 0.1, 0.9], [0.7, -2.5, 0.5], [4.9, -1.1, 0.8], [-3.2, -2.5, 1.6], [-4.4, -3.9, 0.6], [-2.9, -2.3, 2.6], [-0.4, -0.3, 0.2], [1.4, -0.3, -0.5], [1.1, 1.1, -2.2], [-1.2, 1.7, -1.5], [3.0, 5.2, -0.8], [-2.6, -1.0, -1.0], [4.8, 4.8, 0.1], [0.3, 0.0, 0.6]],
  "e_homo_ev": -8.5,
  "e_above_lowest_kj_mol": 981.45,
  "fmax_ev_per_a": 6.77,
  "orbital_gap_ev": 8.033,
  "mol_weight_da": 305.40,
  "e_tot_ev": -36199.77091
}



6.
{
  "formula": "C5H6O",
  "method": "the ωB97M-V functional and the def2-TZVPD basis",
  "symbols": ["C", "C", "C", "C", "C", "O", "H", "H", "H", "H", "H", "H"],
  "xyz": [[1.25797, 0.26456, 2.32528], [0.71389, 0.02248, 0.98978], [0.26583, -0.16789, -0.11297], [-0.24719, -0.43409, -1.44204], [-1.59299, -0.00397, -1.84168], [-0.44430, 0.67975, -2.30628], [2.29383, 0.61296, 2.26427], [0.67206, 1.02407, 2.85148], [1.24415, -0.65137, 2.92475], [0.17722, -1.30821, -1.93613], [-2.20541, 0.54167, -1.12505], [-2.13506, -0.57994, -2.59143]],
  "forces_ev_per_angstrom": [[0.0, 0.0, 0.1], [-0.2, -0.1, -0.5], [0.2, 0.1, 0.5], [0.1, -0.2, 0.1], [-0.3, -0.1, 0.0], [0.1, 0.2, -0.1], [-0.2, 0.0, 0.0], [0.1, -0.1, -0.1], [0.0, 0.1, -0.1], [-0.1, 0.1, 0.1], [0.1, -0.1, -0.1], [0.1, 0.1, 0.1]],
  "e_homo_ev": -9.5,
  "e_above_lowest_kj_mol": 252.56,
  "fmax_ev_per_a": 0.52,
  "orbital_gap_ev": 10.530,
  "smiles": "CC#C[C@H]1CO1",
  "mol_weight_da": 82.10,
  "e_tot_ev": -7326.66694
}